No. 1
Here is C26H25N10S2V as an isolated structure from the OMol25 dataset. Energies are from the ωB97M-V functional and the def2-TZVPD basis.

Last column: Mulliken charge in e.
Positions of all 64 atoms, in Å:
V -0.1482 -0.6954 -0.3764  -0.048
C -0.7059 2.2761 -0.7703  -1.348
N -0.9436 1.2393 0.2736  1.071
C -2.4004 0.9985 0.4211  -1.536
C -2.9184 0.3607 -0.8369  0.716
C -4.1838 0.5861 -1.3505  -0.947
C -4.5507 -0.0599 -2.5224  -0.484
C -3.6391 -0.8978 -3.1493  -0.957
C -2.3926 -1.0655 -2.5761  -0.520
N -2.0456 -0.4512 -1.4425  0.772
C -0.3812 1.6318 1.5832  -1.242
C 0.0031 0.4376 2.4107  0.526
C 0.2213 0.5478 3.7754  -1.179
C 0.6877 -0.5554 4.4677  -0.525
C 0.9169 -1.7384 3.7771  -1.079
C 0.6520 -1.7773 2.4251  -0.445
N 0.2006 -0.7074 1.7548  1.189
C 0.2433 1.8568 -1.8654  0.625
C 0.8432 2.8230 -2.6549  -1.034
C 1.6158 2.4224 -3.7340  -0.490
C 1.7673 1.0655 -3.9801  -1.013
C 1.1687 0.1634 -3.1223  -0.432
N 0.4192 0.5479 -2.0832  0.955
H -0.3586 3.1999 -0.3051  0.708
H -1.6622 2.5164 -1.2418  0.376
H -2.9251 1.9351 0.6352  0.574
H -2.5452 0.3269 1.2716  0.504
H -4.8628 1.2600 -0.8459  0.556
H -5.5327 0.0973 -2.9474  0.462
H -3.8833 -1.4104 -4.0683  0.490
H -1.6417 -1.7031 -3.0284  0.521
H -1.0843 2.2715 2.1262  0.591
H 0.5154 2.2227 1.4100  0.534
H 0.0364 1.4877 4.2777  0.565
H 0.8726 -0.4956 5.5315  0.460
H 1.2882 -2.6214 4.2762  0.507
H 0.8002 -2.6741 1.8360  0.524
H 0.6989 3.8713 -2.4299  0.552
H 2.0916 3.1561 -4.3702  0.469
H 2.3550 0.7037 -4.8110  0.488
H 1.3002 -0.9045 -3.2410  0.514
S 1.2077 -2.6231 -1.1011  -0.508
C 2.4219 -1.5355 -0.5191  0.413
N 2.0475 -0.3264 -0.1869  0.570
C 3.1268 0.4442 0.2400  -0.736
C 3.1204 1.8009 0.5576  0.369
C 4.3005 2.3991 0.9528  -1.038
C 5.4900 1.6687 1.0202  -0.583
C 5.5223 0.3353 0.6654  -0.577
C 4.3331 -0.2675 0.2684  0.787
S 4.0894 -1.8949 -0.2985  -0.206
H 2.2226 2.3929 0.4539  0.181
H 4.3110 3.4517 1.2004  0.448
H 6.4016 2.1593 1.3315  0.419
H 6.4494 -0.2208 0.6866  0.445
N -3.8680 -3.5311 2.4853  -0.617
N -2.9778 -3.2681 1.4603  0.989
N -2.6045 -4.1999 0.6188  -0.965
C -1.6631 -3.5740 -0.0695  -0.461
N -1.4899 -2.3226 0.3696  0.458
N -2.3527 -2.1409 1.3579  -0.454
H -4.4879 -4.2749 2.1772  0.326
H -4.3883 -2.6850 2.6935  0.284
H -1.1039 -4.0355 -0.8637  0.487

Cartesian forces, eV/Å:
V 0.5409 0.1512 0.0643
C -0.0625 0.0368 0.0326
N -0.0422 -0.0175 -0.0804
C -0.0350 0.0273 0.0414
C -0.0750 0.0288 0.0008
C 0.0454 -0.0245 0.0056
C 0.0186 -0.0050 0.0093
C 0.0355 0.0005 0.0330
C -0.0453 -0.0225 -0.0698
N 0.1344 -0.1239 0.0908
C -0.0076 0.0450 0.0189
C 0.0125 0.0486 0.0946
C -0.0127 -0.0178 -0.0470
C -0.0005 -0.0026 -0.0110
C -0.0051 -0.0217 -0.0388
C 0.0014 -0.0180 0.0065
N -0.1213 0.0367 -0.2129
C -0.0504 0.1019 0.0356
C 0.0243 -0.0724 -0.0998
C -0.0344 -0.0382 0.0530
C -0.0231 0.0001 0.0376
C 0.0867 -0.0487 -0.1080
N -0.0823 0.0992 0.2333
H 0.0068 -0.0042 -0.0170
H 0.0182 0.0146 -0.0028
H 0.0033 -0.0205 -0.0105
H -0.0133 0.0017 -0.0271
H -0.0086 0.0036 -0.0014
H -0.0047 0.0020 -0.0033
H -0.0055 0.0008 -0.0070
H -0.0065 -0.0009 0.0000
H 0.0235 -0.0016 -0.0053
H 0.0316 -0.0138 0.0090
H 0.0018 0.0052 0.0100
H 0.0018 0.0027 0.0087
H 0.0019 -0.0004 0.0119
H 0.0150 -0.0093 0.0355
H -0.0046 0.0077 -0.0094
H 0.0042 0.0038 -0.0029
H 0.0054 0.0040 -0.0060
H 0.0072 0.0161 -0.0175
S -0.0237 0.1160 -0.0230
C -0.1731 -0.2040 -0.0944
N -0.2018 -0.1918 0.0387
C 0.0138 0.0211 -0.0240
C 0.0271 -0.0118 0.0297
C 0.0397 -0.0053 -0.0010
C 0.0048 0.0507 0.0048
C -0.0244 -0.0467 -0.0175
C 0.0162 0.0949 0.0231
S -0.0061 0.0179 0.0036
H -0.0404 -0.0043 0.0008
H -0.0063 0.0090 -0.0013
H 0.0006 0.0028 0.0049
H 0.0020 -0.0111 -0.0022
N 0.0356 0.1029 -0.1517
N -0.1193 -0.0944 0.1333
N -0.0700 -0.0077 0.0028
C 0.0639 -0.0486 0.0231
N -0.0066 0.0518 -0.0582
N -0.0103 0.0261 0.0543
H 0.0735 -0.0022 0.0050
H 0.0331 -0.0261 -0.0098
H -0.0081 -0.0141 0.0043

Results
Kohn-Sham gap (alpha / beta) in eV: 7.68 / 7.70
HOMO energy (alpha / beta) in eV: -13.19 / -13.25
LUMO energy (alpha / beta) in Eh: -0.202 / -0.204
Total charge: +2
2S+1: 3
<S²>: 2.02
Strongest force on any atom in eV/A: 0.565


No. 2
Here is C26H25N2PSr as an isolated structure at a distorted geometry from the OMol25 dataset. Energies are from the ωB97M-V functional and the def2-TZVPD basis.

Last column: Mulliken charge in e.
Positions of all 55 atoms, in Å:
C 0.1087 -1.5060 -4.8338  -0.234
C -1.2218 -1.6498 -4.3331  -0.388
C -1.1624 -2.4097 -3.1205  -0.616
C 0.2132 -2.7340 -2.8730  -0.638
C 0.9976 -2.1676 -3.9300  -0.685
Sr 0.1041 0.0931 -2.1920  1.139
C -0.9094 2.0503 -3.9830  -1.376
C 0.4912 2.1069 -4.3617  1.250
C 0.8677 2.5065 -5.6596  -1.289
N 1.4455 1.6761 -3.4696  -0.814
H -2.0157 -2.7450 -2.5276  0.395
H -2.1294 -1.3030 -4.8321  0.335
H 0.5832 -3.3644 -2.0626  0.372
H 2.0765 -2.2764 -4.0609  0.314
H 0.3873 -1.0391 -5.7798  0.283
H -1.6244 1.8077 -4.7778  0.115
H 2.3919 1.7121 -3.8606  -0.027
H -1.2348 2.3200 -2.9674  0.310
H 0.0664 2.8017 -6.3306  0.268
H 1.9159 2.5107 -5.9580  0.209
N -0.2121 -0.5515 0.2724  -0.056
P 0.9283 0.3653 1.0071  -0.134
C 0.2930 2.0595 1.0475  0.572
C 1.2744 2.9275 1.5668  -0.695
C 0.9247 4.1836 2.0395  -0.514
C -0.4117 4.5975 1.9606  -0.374
C -1.3884 3.7411 1.4410  -0.570
C -1.0457 2.4645 0.9665  -0.240
C -0.5588 -1.7882 0.7810  -0.724
C 0.3824 -2.8368 0.8553  0.108
C -0.0355 -4.0986 1.2673  -0.756
C -1.3667 -4.2897 1.6789  -0.364
C -2.2541 -3.1993 1.7542  -0.732
C -1.8447 -1.9554 1.3000  0.091
C 0.8262 0.0005 2.7737  0.475
C 2.0411 -0.3946 3.3503  -0.391
C 2.1333 -0.4754 4.7334  -0.503
C 1.0103 -0.2292 5.5282  -0.361
C -0.2141 0.0909 4.9372  -0.758
C -0.3173 0.2034 3.5493  -0.136
H 2.2901 2.5583 1.6778  0.398
H 1.6953 4.8161 2.4829  0.344
H -0.6739 5.5970 2.3157  0.330
H -2.4285 4.0743 1.4223  0.338
H -1.8132 1.7865 0.5922  0.405
H 1.4106 -2.6071 0.6230  0.426
H 0.6819 -4.9262 1.2699  0.331
H -1.7023 -5.2923 1.9613  0.324
H -3.2587 -3.3275 2.1731  0.336
H -2.4322 -1.0400 1.4382  0.243
H 2.8945 -0.5869 2.7021  0.366
H 3.0956 -0.7170 5.1808  0.356
H 1.0925 -0.2823 6.6145  0.346
H -1.0953 0.2733 5.5528  0.359
H -1.2724 0.4687 3.0967  0.237

Cartesian forces, eV/Å:
C -0.2705 -0.5573 0.5709
C 0.7481 -0.4883 0.2347
C 0.6037 0.0821 -0.4491
C -0.2501 0.2359 -0.4621
C -0.8646 -0.0609 -0.0099
Sr -0.1276 -0.1830 -1.7533
C 0.1494 -0.7536 0.3965
C 0.6923 0.2176 -1.0285
C -0.5699 -0.2404 0.5522
N 0.2208 -0.0303 1.0154
H 0.2734 0.1622 -0.1008
H 0.3623 0.0346 0.2799
H -0.1104 0.2706 -0.1689
H -0.3398 0.1101 0.0943
H -0.0682 0.1324 0.4968
H 0.0137 0.4528 0.5377
H -0.5606 0.2737 -0.0226
H -0.0552 0.2067 -0.3874
H 0.3085 0.1987 -0.2004
H -0.1862 -0.1437 -0.1531
N -0.7401 0.2464 0.0489
P 1.2202 -0.6389 -1.3652
C -0.2265 0.4876 0.9815
C -0.7752 0.1584 0.0176
C -0.1814 -0.0872 -0.1836
C 0.1369 -0.0939 0.0493
C 0.1935 0.0383 -0.1873
C 0.4260 0.5707 0.3339
C 0.6398 0.6716 -0.0492
C -0.9285 -0.2951 0.3383
C -0.2724 0.2374 0.0740
C -0.0268 -0.1023 0.0686
C 0.2278 -0.4893 -0.1021
C -0.1343 -0.2354 0.4164
C 0.1830 0.0642 0.4017
C -0.7332 0.3108 0.3574
C -0.0305 -0.1383 0.2059
C 0.1175 0.0170 -0.0751
C -0.0486 -0.0606 -0.1843
C 0.4689 -0.1418 0.6144
H -0.0329 0.0371 -0.1520
H -0.2788 0.0019 -0.1400
H -0.0665 -0.3147 -0.0861
H 0.2704 -0.1011 -0.0886
H 0.2582 0.0370 0.0703
H 0.1121 -0.1435 -0.2982
H -0.3417 0.2026 0.0539
H 0.0934 0.3478 -0.0012
H 0.3539 -0.0463 -0.1747
H -0.0159 -0.5251 -0.3277
H -0.1438 0.1336 0.1453
H -0.2027 -0.0334 0.0983
H -0.0240 0.0053 -0.2302
H 0.2168 -0.0645 -0.0392
H 0.3165 0.0234 -0.0327

Results
Kohn-Sham gap in eV: 3.00
HOMO energy in eV: 1.33
LUMO energy in Eh: 0.159
Total charge: -2
Strongest force on any atom in eV/A: 1.939